Computed, not measured: 2 unconnected molecules or ions with the total composition CH3O3, with the ωB97M-V functional and the def2-TZVPD basis.

Properties
**Multiplicity**: 1
**Kohn-Sham gap**: 8.626 eV
**Net charge**: -1
**Highest occupied orbital energy**: -4.17 eV
**ΔE to the lowest compared entry with this formula, charge and spin**: 6.8 kcal per mole
**LUMO level**: 4.45 eV
**Total energy**: -7229.7122 eV

Last column: natural (NBO) charge in e.
CARTESIAN COORDINATES (ANGSTROEM)
O -0.842 -0.239 -2.038  -1.00
H -1.390 -1.052 -1.954  0.44
H -0.429 -0.126 -1.152  0.52
O -0.066 -0.549 1.811  -0.78
O 0.687 0.610 0.085  -0.82
C 0.657 0.367 1.336  0.61
H 1.382 0.990 1.914  0.03

---

Computed, not measured: a molecular structure, C19H30LuNO4Si, with the ωB97M-V functional and the def2-TZVPD basis.

Properties
**Multiplicity**: 1
**Kohn-Sham gap**: 6.959 eV
**Net charge**: 0
**Highest occupied orbital energy**: -8.00 eV
**LUMO level**: -1.04 eV
**Total energy**: -71370.8798 eV

Last column: natural (NBO) charge in e.
CARTESIAN COORDINATES (ANGSTROEM)
Lu 2.348 -10.294 8.000  2.07
O 5.216 -11.040 5.029  -0.57
C 4.646 -10.838 6.082  0.76
O 3.389 -10.546 6.232  -0.90
C 5.346 -11.031 7.407  0.11
C 6.584 -11.562 7.613  -0.20
C 6.978 -11.914 8.884  -0.14
C 6.110 -11.664 9.956  -0.19
C 4.902 -11.058 9.678  0.10
N 4.564 -10.762 8.416  -0.57
C 3.766 -10.882 10.636  0.76
O 3.962 -11.071 11.809  -0.57
O 2.655 -10.600 10.044  -0.89
H 7.243 -11.756 6.722  0.26
H 7.878 -12.488 9.061  0.23
H 6.322 -11.972 10.963  0.25
C 0.063 -14.983 7.615  -0.61
C 0.787 -13.763 8.178  -0.53
C 2.274 -13.899 7.874  -0.59
C 0.680 -13.865 9.688  -0.60
Si 0.145 -12.049 7.594  0.94
C -1.497 -11.646 8.630  -0.48
C -2.550 -12.746 8.771  -0.61
C -2.259 -10.492 7.971  -0.60
C -1.169 -11.117 10.023  -0.60
C -0.329 -12.131 5.718  -0.51
C -1.561 -12.958 5.327  -0.61
C -0.537 -10.723 5.159  -0.61
C 0.868 -12.663 4.943  -0.61
H 0.490 -15.859 8.163  0.20
H 0.252 -15.154 6.558  0.21
H -0.996 -15.002 7.796  0.21
H 2.655 -14.854 8.236  0.21
H 2.892 -13.118 8.326  0.18
H 2.569 -13.933 6.830  0.22
H 1.139 -14.823 9.997  0.20
H -0.347 -13.883 10.055  0.21
H 1.220 -13.068 10.215  0.22
H -2.819 -13.098 7.781  0.21
H -3.471 -12.354 9.224  0.20
H -2.242 -13.598 9.384  0.20
H -2.726 -10.768 7.025  0.21
H -1.639 -9.633 7.839  0.19
H -3.084 -10.121 8.621  0.20
H -0.642 -11.819 10.687  0.22
H -2.126 -10.861 10.481  0.20
H -0.569 -10.207 9.957  0.19
H -2.493 -12.458 5.544  0.20
H -1.569 -13.970 5.731  0.21
H -1.558 -13.068 4.229  0.20
H -1.276 -10.127 5.666  0.21
H -0.858 -10.788 4.116  0.21
H 0.421 -10.173 5.136  0.20
H 1.055 -13.723 5.084  0.20
H 1.804 -12.135 5.222  0.22
H 0.710 -12.474 3.880  0.20

---

Computed, not measured: a molecular structure, C5H9NO, with the ωB97M-V functional and the def2-TZVPD basis.

Properties
**Multiplicity**: 1
**Kohn-Sham gap (spin up / spin down)**: 8.662 / 8.661 eV
**Net charge**: 0
**Highest occupied orbital energy (spin up / spin down)**: -8.51 / -8.51 eV
**ΔE to the lowest compared entry with this formula, charge and spin**: 85.8 kcal per mole
**LUMO level (spin up / spin down)**: 0.15 / 0.15 eV
**Total energy**: -8865.4914 eV

Last column: natural (NBO) charge in e.
CARTESIAN COORDINATES (ANGSTROEM)
C 1.098 0.207 -1.768  -0.41
N 0.774 -0.537 -0.572  -0.39
C 1.238 -0.394 0.678  -0.12
C -0.410 -1.145 -0.206  -0.14
C -1.443 -0.489 0.585  0.49
O -2.452 -1.100 0.911  -0.59
C -1.322 0.993 0.936  -0.71
H 2.177 0.183 -1.944  0.21
H 0.768 1.251 -1.688  0.20
H 0.579 -0.259 -2.609  0.22
H 1.487 -1.277 1.253  0.20
H 1.557 0.580 1.061  0.18
H -0.670 -2.119 -0.625  0.20
H -2.298 1.446 0.746  0.24
H -1.108 1.113 2.002  0.23
H -0.559 1.529 0.363  0.20

---

Computed, not measured: a molecular structure, C4H7NO2S, with the ωB97M-V functional and the def2-TZVPD basis.

Properties
**Multiplicity**: 1
**Kohn-Sham gap**: 8.899 eV
**Net charge**: 0
**Highest occupied orbital energy**: -9.52 eV
**ΔE to the lowest compared entry with this formula, charge and spin**: 157.4 kcal per mole
**LUMO level**: -0.62 eV
**Total energy**: -20675.9118 eV

Last column: natural (NBO) charge in e.
CARTESIAN COORDINATES (ANGSTROEM)
C 0.775 0.040 -0.848  -0.44
C -0.313 0.371 0.229  0.04
C -0.511 -0.504 1.315  -0.24
C -1.584 -0.155 -0.358  0.64
H 2.663 0.956 0.312  0.16
H 0.428 -0.803 -1.360  0.22
H 0.623 1.134 -1.450  0.27
H -1.580 2.362 0.662  0.46
H 0.535 -0.925 1.577  0.23
H -1.032 -0.202 2.326  0.23
H -2.433 -1.815 0.963  0.43
N -1.661 -1.310 0.380  -0.65
O -0.217 1.821 0.661  -0.69
O -2.312 0.142 -1.275  -0.55
S 2.653 -0.360 -0.175  -0.11

---

Computed, not measured: 16 unconnected molecules or ions with the total composition H32O16, with the ωB97M-V functional and the def2-TZVPD basis.

Properties
**Multiplicity**: 1
**Kohn-Sham gap**: 6.998 eV
**Net charge**: 0
**Highest occupied orbital energy**: -7.56 eV
**ΔE to the lowest compared entry with this formula, charge and spin**: 143.1 kcal per mole
**LUMO level**: -0.56 eV
**Total energy**: -33278.7298 eV

Last column: natural (NBO) charge in e.
CARTESIAN COORDINATES (ANGSTROEM)
O -0.087 0.105 0.362  -0.99
H -0.220 0.755 -0.361  0.49
H 0.295 -0.646 -0.101  0.48
O -1.947 -0.474 -2.043  -0.96
H -2.630 0.163 -1.982  0.50
H -2.338 -1.339 -2.142  0.50
O 0.504 -0.029 -3.178  -0.99
H -0.309 -0.397 -2.761  0.52
H 0.275 0.280 -4.064  0.50
O 0.955 -2.210 -0.621  -1.02
H 0.491 -2.943 -0.245  0.48
H 1.594 -1.866 0.088  0.52
O 0.244 2.992 1.577  -0.98
H 0.919 2.697 0.990  0.47
H -0.504 3.207 1.013  0.46
O 2.720 -0.992 1.139  -0.92
H 3.092 -0.806 0.262  0.49
H 3.073 -1.845 1.388  0.47
O 0.148 2.044 -1.530  -0.98
H 0.038 2.747 -2.177  0.49
H 0.365 1.276 -2.041  0.48
O 0.989 0.706 2.747  -0.94
H 1.162 -0.119 3.251  0.43
H 0.710 0.407 1.870  0.48
O -1.506 1.519 2.859  -0.90
H -1.594 0.638 2.486  0.47
H -2.470 1.767 2.902  0.42
O -0.133 -2.922 -2.970  -0.97
H 0.230 -2.644 -2.143  0.49
H 0.217 -3.795 -3.072  0.47
O 2.753 -0.237 -1.706  -0.99
H 3.557 -0.140 -2.148  0.47
H 2.075 -0.270 -2.366  0.51
O -1.859 3.360 0.074  -0.96
H -2.194 2.413 -0.040  0.51
H -2.465 3.792 0.662  0.47
O 2.408 2.132 0.108  -0.95
H 2.017 2.014 -0.776  0.48
H 3.003 1.378 0.216  0.47
O -1.502 -1.232 2.479  -0.90
H -2.021 -1.716 1.794  0.46
H -1.726 -1.649 3.269  0.48
O 0.419 -3.035 1.992  -0.97
H 0.021 -3.896 1.993  0.46
H -0.294 -2.380 1.928  0.49
O -2.808 0.766 0.258  -0.99
H -3.467 0.382 0.869  0.48
H -2.204 0.044 -0.102  0.51

---

Computed, not measured: a molecular structure, C3H4Cl2, with the ωB97M-V functional and the def2-TZVPD basis.

Properties
**Multiplicity**: 1
**Kohn-Sham gap**: 10.840 eV
**Net charge**: 0
**Highest occupied orbital energy**: -10.15 eV
**ΔE to the lowest compared entry with this formula, charge and spin**: 50.0 kcal per mole
**LUMO level**: 0.69 eV
**Total energy**: -28217.9925 eV

Last column: natural (NBO) charge in e.
CARTESIAN COORDINATES (ANGSTROEM)
C 0.320 0.330 -1.013  -0.35
C 0.437 -0.353 0.411  -0.24
C -0.743 -0.296 0.960  -0.10
H -0.648 0.757 -1.073  0.20
H 0.356 -0.650 -1.961  0.23
H 1.472 -0.493 0.747  0.25
H -1.398 0.128 0.402  0.16
Cl 1.656 1.627 -0.988  -0.08
Cl -1.451 -1.051 2.515  -0.07

---

Computed, not measured: 2 unconnected molecules or ions with the total composition C2H8NS, with the ωB97M-V functional and the def2-TZVPD basis.

Properties
**Multiplicity**: 2
**Kohn-Sham gap (spin up / spin down)**: 9.733 / 8.160 eV
**Net charge**: 0
**Highest occupied orbital energy (spin up / spin down)**: -8.73 / -9.06 eV
**ΔE to the lowest compared entry with this formula, charge and spin**: 48.4 kcal per mole
**LUMO level (spin up / spin down)**: 1.00 / -0.90 eV
**Total energy**: -14525.6451 eV

Last column: natural (NBO) charge in e.
CARTESIAN COORDINATES (ANGSTROEM)
C 0.767 0.311 0.323  -0.50
C -0.615 0.696 0.733  -0.36
S 1.952 1.552 -0.927  -0.18
N -0.935 -1.722 -0.862  -1.07
H 1.550 0.263 1.192  0.23
H 0.831 -0.545 -0.381  0.26
H -0.878 0.792 1.864  0.21
H -1.086 1.351 -0.048  0.20
H 2.223 2.523 0.036  0.13
H -1.896 -1.510 -1.158  0.35
H -1.013 -2.692 -0.585  0.37
H -0.901 -1.020 -0.187  0.36

---

Computed, not measured: C5H4O2 in the gas phase, with the ωB97M-V functional and the def2-TZVPD basis.

Properties
**Multiplicity**: 1
**SMILES**: O=C=C/C=C\C=O
**Kohn-Sham gap**: 8.849 eV
**Net charge**: 0
**Highest occupied orbital energy**: -8.69 eV
**ΔE to the lowest compared entry with this formula, charge and spin**: 32.7 kcal per mole
**LUMO level**: 0.16 eV
**Total energy**: -9342.7655 eV

Last column: natural (NBO) charge in e.
CARTESIAN COORDINATES (ANGSTROEM)
O 2.037 -1.559 0.564  -0.41
C 1.669 -0.506 0.252  0.80
C 1.285 0.730 -0.054  -0.61
C -0.107 1.136 -0.123  -0.09
C -1.191 0.337 -0.093  -0.38
C -1.133 -1.134 -0.109  0.39
O -0.371 -1.800 -0.783  -0.53
H 2.090 1.449 -0.139  0.27
H -0.262 2.214 -0.117  0.22
H -2.180 0.771 0.023  0.22
H -1.836 -1.638 0.579  0.11

---

Computed, not measured: a gas-phase ion, CCl2NO2S (charge -1), with the ωB97M-V functional and the def2-TZVPD basis.

Properties
**Multiplicity**: 1
**Kohn-Sham gap**: 7.759 eV
**Net charge**: -1
**Highest occupied orbital energy**: -4.49 eV
**ΔE to the lowest compared entry with this formula, charge and spin**: 0.0 kcal per mole
**LUMO level**: 3.27 eV
**Total energy**: -42503.1681 eV

Last column: natural (NBO) charge in e.
CARTESIAN COORDINATES (ANGSTROEM)
C 1.165 0.195 -0.130  0.19
N 0.149 0.685 -0.595  -0.64
O -1.697 0.521 1.138  -1.00
O -1.834 -1.142 -0.744  -1.00
S -1.713 0.240 -0.291  1.64
Cl 2.718 0.852 -0.310  -0.02
Cl 1.212 -1.352 0.931  -0.17

---

Computed, not measured: 5 unconnected molecules or ions with the total composition CH10O6, with the ωB97M-V functional and the def2-TZVPD basis.

Properties
**Multiplicity**: 1
**SMILES**: O=CO.O.O.O.O
**Kohn-Sham gap**: 11.463 eV
**Net charge**: 0
**Highest occupied orbital energy**: -10.93 eV
**ΔE to the lowest compared entry with this formula, charge and spin**: 2.2 kcal per mole
**LUMO level**: 0.53 eV
**Total energy**: -13485.2103 eV

Last column: natural (NBO) charge in e.
CARTESIAN COORDINATES (ANGSTROEM)
O 0.103 -2.443 1.611  -0.61
C -0.140 -2.203 0.455  0.65
O 0.451 -1.216 -0.182  -0.69
H -0.861 -2.797 -0.105  0.11
H 0.000 -0.951 -1.011  0.53
O -1.367 1.182 -1.015  -1.01
H -0.666 1.446 -0.379  0.52
H -1.917 1.951 -1.187  0.48
O 0.554 2.128 0.737  -0.99
H 0.747 1.493 1.460  0.51
H 1.400 2.409 0.380  0.48
O 1.133 0.125 2.600  -0.97
H 1.032 -0.659 2.034  0.50
H 0.422 0.016 3.242  0.48
O -0.276 -0.545 -2.819  -0.99
H -0.847 0.103 -2.364  0.50
H 0.233 -0.038 -3.457  0.48

---

Computed, not measured: a molecular structure, C17H26AsBCl2N9ORb, with the ωB97M-V functional and the def2-TZVPD basis.

Properties
**Multiplicity**: 1
**Kohn-Sham gap**: 8.273 eV
**Net charge**: 0
**Highest occupied orbital energy**: -8.24 eV
**ΔE to the lowest compared entry with this formula, charge and spin**: 12.1 kcal per mole
**LUMO level**: 0.03 eV
**Total energy**: -120726.4959 eV

Last column: natural (NBO) charge in e.
CARTESIAN COORDINATES (ANGSTROEM)
Rb 0.685 -0.107 -1.181  0.92
C -3.067 -0.416 2.091  -0.39
C -2.683 -0.106 0.780  -0.07
N -1.565 -0.727 0.437  -0.32
N -1.199 -1.459 1.516  -0.33
C -2.088 -1.292 2.509  -0.02
B -0.098 -2.577 1.512  0.57
N 1.369 -2.081 1.674  -0.33
C 2.147 -2.285 2.752  -0.02
C 3.428 -1.865 2.461  -0.38
C 3.332 -1.424 1.137  -0.07
N 2.100 -1.553 0.670  -0.33
N -0.246 -3.468 0.273  -0.34
C -0.547 -4.781 0.271  -0.02
C -0.571 -5.223 -1.032  -0.37
C -0.265 -4.075 -1.775  -0.06
N -0.071 -3.026 -0.993  -0.31
H -3.945 -0.102 2.630  0.22
H -3.185 0.531 0.066  0.19
H -1.966 -1.834 3.431  0.22
H -0.320 -3.239 2.494  -0.06
H 1.729 -2.727 3.641  0.22
H 4.294 -1.896 3.098  0.22
H 4.105 -1.021 0.499  0.20
H -0.717 -5.292 1.204  0.21
H -0.778 -6.218 -1.385  0.22
H -0.178 -3.964 -2.846  0.19
Cl 0.981 -0.788 -4.087  -0.02
C 0.799 -1.039 -5.828  -0.39
Cl -0.763 -0.462 -6.414  -0.02
H 0.878 -2.101 -6.029  0.23
H 1.580 -0.476 -6.326  0.23
C -1.202 3.069 -1.126  -1.01
As 0.149 3.182 -2.493  1.98
C -0.745 2.900 -4.168  -1.01
C 0.751 5.001 -2.496  -1.00
O 1.381 2.107 -2.251  -1.18
H -2.005 3.763 -1.372  0.24
H -0.734 3.330 -0.178  0.27
H -1.598 2.056 -1.037  0.25
H -1.452 3.705 -4.363  0.24
H -1.270 1.945 -4.139  0.25
H 0.000 2.860 -4.962  0.25
H -0.066 5.674 -2.752  0.24
H 1.554 5.092 -3.227  0.25
H 1.137 5.244 -1.508  0.25
N -1.690 1.712 4.458  -0.80
C -0.551 1.545 3.696  0.35
C -0.556 1.882 2.328  -0.04
N 0.520 1.758 1.585  -0.40
C 1.630 1.314 2.186  -0.06
C 1.632 0.998 3.529  0.02
N 0.545 1.107 4.294  -0.45
H -2.553 1.553 3.959  0.39
H -1.644 1.224 5.341  0.39
H -1.468 2.236 1.861  0.19
H 2.521 1.201 1.586  0.21
H 2.538 0.636 3.997  0.20

---

Computed, not measured: a molecular structure, C5H9O8RbS, with the ωB97M-V functional and the def2-TZVPD basis.

Properties
**Multiplicity**: 1
**Kohn-Sham gap**: 3.529 eV
**Net charge**: -2
**Highest occupied orbital energy**: -0.01 eV
**ΔE to the lowest compared entry with this formula, charge and spin**: 5.7 kcal per mole
**LUMO level**: 3.51 eV
**Total energy**: -33200.8639 eV

Last column: Löwdin charge in e.
CARTESIAN COORDINATES (ANGSTROEM)
Rb -2.154 0.982 1.728  1.03
C -1.073 -2.159 1.166  -0.54
O -2.186 -2.090 1.917  -0.45
H -1.167 -2.898 0.314  0.02
H -0.873 -1.168 0.666  -0.02
H -0.132 -2.400 1.726  0.04
S -2.351 1.822 4.955  0.15
O -1.168 1.063 4.430  -0.56
O -1.921 3.189 5.347  -0.49
O -3.397 1.888 3.876  -0.65
O -2.936 1.113 6.124  -0.47
C 2.548 -1.038 -2.060  -0.02
C 2.094 0.332 -2.513  -0.32
C 0.998 0.269 -3.604  -0.10
O -0.160 0.793 -2.978  0.07
C 0.096 1.055 -1.670  -0.55
O -0.718 1.292 -0.852  0.11
O 1.427 0.974 -1.433  0.09
H 3.077 -0.921 -1.114  0.09
H 3.271 -1.424 -2.781  0.08
H 1.689 -1.690 -1.924  0.10
H 2.940 0.915 -2.878  0.14
H 0.874 -0.762 -3.947  0.13
H 1.222 0.862 -4.494  0.12

---

Computed, not measured: a molecular structure, C5H6N2, with the ωB97M-V functional and the def2-TZVPD basis.

Properties
**Multiplicity**: 1
**Kohn-Sham gap**: 9.160 eV
**Net charge**: 0
**Highest occupied orbital energy**: -8.33 eV
**ΔE to the lowest compared entry with this formula, charge and spin**: 72.8 kcal per mole
**LUMO level**: 0.83 eV
**Total energy**: -8259.2026 eV

Last column: natural (NBO) charge in e.
CARTESIAN COORDINATES (ANGSTROEM)
C 1.354 -0.994 -0.007  -0.42
C 1.457 0.662 -0.021  -0.16
C -1.362 0.916 -0.046  -0.13
C -2.122 -0.263 -0.031  -0.09
C -0.085 -0.637 -0.178  0.31
H 1.850 -1.686 -0.846  0.23
H 1.736 -1.317 1.007  0.23
H 1.782 1.232 -0.848  0.21
H 1.721 1.214 0.909  0.21
H -1.801 1.971 0.277  0.21
H -3.260 -0.449 -0.117  0.22
N -0.060 0.631 -0.139  -0.35
N -1.209 -1.279 0.040  -0.46

---

Computed, not measured: C5H8O2 in the gas phase, with the ωB97M-V functional and the def2-TZVPD basis.

Properties
**Multiplicity**: 1
**SMILES**: C#C[C@](C)(O)CO
**Kohn-Sham gap**: 11.016 eV
**Net charge**: 0
**Highest occupied orbital energy**: -10.19 eV
**ΔE to the lowest compared entry with this formula, charge and spin**: 60.9 kcal per mole
**LUMO level**: 0.83 eV
**Total energy**: -9407.1898 eV

Last column: natural (NBO) charge in e.
CARTESIAN COORDINATES (ANGSTROEM)
C 2.201 0.302 -0.955  -0.23
C 1.075 0.005 -0.646  -0.04
C -0.315 -0.245 -0.230  0.13
C -0.383 -1.455 0.703  -0.61
O -1.117 -0.482 -1.392  -0.70
C -0.852 1.022 0.498  -0.07
O 0.006 2.136 0.454  -0.70
H 3.175 0.548 -1.312  0.24
H -1.429 -1.580 0.991  0.22
H 0.201 -1.289 1.621  0.21
H -0.024 -2.346 0.178  0.22
H -0.501 -0.618 -2.123  0.48
H -1.208 0.744 1.513  0.16
H -1.724 1.355 -0.056  0.21
H 0.896 1.902 0.754  0.47